Density functional theory data (wB97M-V/def2-TZVPD) for C34H46MnN3OPS2Te as an isolated structure.

Each line ends with the Mulliken charge.
Cartesian coordinates (Å):
1 Mn -0.1579 0.6843 1.6437  0.0680
2 C -2.7405 3.5127 -0.3187  -1.6588
3 C -1.5527 2.9357 0.3790  1.5734
4 N -1.5678 1.7018 0.7971  1.2569
5 N -2.7977 1.0361 0.6771  -0.5161
6 C -2.9782 0.1834 1.6206  0.2923
7 S -1.7457 -0.2044 2.8212  -0.2429
8 S -4.4441 -0.7081 1.8402  -0.0024
9 C -5.5421 -0.0733 0.5314  -1.3048
10 C -5.3761 -0.7590 -0.7923  0.7895
11 C -5.8018 -2.0762 -0.9480  -0.2987
12 C -5.6561 -2.7223 -2.1647  -0.7348
13 C -5.0922 -2.0530 -3.2423  -0.5029
14 C -4.6814 -0.7380 -3.0980  -0.6251
15 C -4.8188 -0.0962 -1.8770  -0.0967
16 C -0.4089 3.8203 0.6412  -0.1383
17 C -0.4027 5.1085 0.0756  -0.8639
18 C 0.5629 6.0445 0.3828  -1.1414
19 C 1.5595 5.7311 1.2948  -0.8470
20 C 1.5962 4.4761 1.8773  -0.5920
21 C 0.6314 3.5408 1.5473  1.5175
22 O 0.7257 2.2838 2.1073  -0.5660
23 H -3.4893 2.7520 -0.5073  -0.0268
24 H -2.4344 3.9563 -1.2647  0.5169
25 H -3.1785 4.3023 0.2943  0.4289
26 H -5.4177 1.0062 0.4643  0.3769
27 H -6.5333 -0.2688 0.9465  0.5947
28 H -6.2589 -2.5957 -0.1158  0.4600
29 H -6.0036 -3.7380 -2.2791  0.4383
30 H -4.9964 -2.5497 -4.1971  0.4291
31 H -4.2692 -0.2053 -3.9415  0.4775
32 H -4.5039 0.9319 -1.7693  0.2016
33 H -1.1813 5.3931 -0.6118  0.3865
34 H 0.5286 7.0208 -0.0754  0.4401
35 H 2.3146 6.4578 1.5532  0.4613
36 H 2.3841 4.2292 2.5719  0.0814
37 Te 1.7379 1.6986 3.8480  0.6724
38 C 3.6974 2.1140 3.3195  -0.3453
39 C 4.3484 3.1193 4.0421  -0.2817
40 C 5.6815 3.3946 3.7837  -0.7048
41 C 6.3505 2.6946 2.7924  -0.4791
42 C 5.7034 1.7025 2.0676  -0.4934
43 C 4.3830 1.3964 2.3426  0.1692
44 H 3.8179 3.6824 4.8014  0.4954
45 H 6.1938 4.1591 4.3482  0.4147
46 H 7.3870 2.9182 2.5871  0.4259
47 H 6.2402 1.1560 1.3046  0.4445
48 H 3.8857 0.6027 1.8117  0.2980
49 C -0.6220 -3.8859 -1.5683  -1.7784
50 C -0.8799 -2.6393 -0.7150  2.3877
51 C -1.8783 -1.7543 -1.4668  -2.3908
52 C -1.4925 -3.0750 0.6297  -1.4812
53 P 0.6953 -1.7056 -0.4181  0.2372
54 N 0.4386 -0.4739 0.6871  0.6241
55 C 1.3040 -0.7825 -1.9331  1.8863
56 C 2.6745 -0.1654 -1.6330  -1.7616
57 C 1.4022 -1.6535 -3.1861  -1.7755
58 C 0.3690 0.3986 -2.2498  -1.8523
59 C 2.0052 -2.7960 0.3364  1.9861
60 C 2.7801 -3.5382 -0.7622  -1.8257
61 C 1.4138 -3.8425 1.2887  -1.8682
62 C 2.9733 -1.9500 1.1733  -1.9855
63 H -1.5747 -4.4039 -1.6738  0.5354
64 H 0.0765 -4.5835 -1.1129  0.4061
65 H -0.2746 -3.6464 -2.5695  0.3083
66 H -2.8513 -2.2438 -1.4311  0.6760
67 H -1.6129 -1.6548 -2.5178  0.2903
68 H -1.9978 -0.7619 -1.0311  0.2372
69 H -2.5753 -3.0467 0.5324  0.3898
70 H -1.2307 -2.4257 1.4619  0.0785
71 H -1.2100 -4.0895 0.8867  0.4477
72 H 3.4461 -0.8959 -1.4184  0.2626
73 H 2.6107 0.5516 -0.8094  0.2022
74 H 2.9875 0.3804 -2.5228  0.6295
75 H 2.1239 -2.4643 -3.1051  0.2702
76 H 1.7247 -1.0058 -4.0008  0.5212
77 H 0.4380 -2.0646 -3.4743  0.3679
78 H 0.1316 1.0021 -1.3674  0.1506
79 H -0.5561 0.0895 -2.7249  0.3512
80 H 0.8983 1.0374 -2.9556  0.6493
81 H 2.1382 -4.1827 -1.3588  0.3134
82 H 3.5062 -4.1785 -0.2638  0.5718
83 H 3.3319 -2.8803 -1.4284  0.3380
84 H 0.7580 -4.5517 0.7950  0.3133
85 H 0.8915 -3.3927 2.1309  0.3525
86 H 2.2540 -4.4072 1.6903  0.5939
87 H 3.4408 -1.1557 0.6024  0.1752
88 H 3.7641 -2.6113 1.5271  0.6225
89 H 2.4793 -1.5099 2.0439  0.2950

As for the gap between HOMO and LUMO (alpha / beta): 0.235 / 0.242 hartree. The HOMO energy (alpha / beta) comes out at -13.375 / -13.378 eV. As for the total charge: +2. Its spin multiplicity is 2. The expectation value of S² is 0.79. Its maximum force is 0.480 eV/A.

Density functional theory data (wB97M-V/def2-TZVPD) for C21H52CuN3O7 as an isolated structure.

Each line ends with the Mulliken charge.
Cartesian coordinates (Å):
1 Cu -24.3590 3.8012 9.1596  0.6460
2 C -20.2585 5.6457 7.7153  -1.5139
3 C -21.7151 5.8924 7.3203  0.1489
4 C -21.7214 5.7071 5.7865  -1.0697
5 O -22.6917 5.1353 8.0278  -0.0333
6 H -19.6190 6.3946 7.2481  0.4804
7 H -19.9793 4.5994 7.5914  0.1510
8 H -20.0156 5.7942 8.7674  0.3415
9 H -21.8670 6.9675 7.4153  0.2254
10 H -21.7830 4.6541 5.5116  -0.0725
11 H -20.9392 6.1883 5.1993  0.4262
12 H -22.6476 6.1405 5.4091  0.2357
13 C -27.0280 4.9719 10.8569  -2.7510
14 O -25.9716 5.2587 9.9618  2.0014
15 C -25.0728 6.3259 10.2603  -0.6121
16 C -24.0110 5.9416 11.3412  -1.6172
17 N -23.1606 4.8649 11.0260  1.4294
18 C -22.2458 4.5397 12.0887  -1.4289
19 C -21.1731 3.5802 11.6645  -0.1122
20 O -21.5003 2.1808 11.7815  0.6856
21 C -21.8882 1.6796 13.0596  -2.5672
22 H -27.7512 4.3181 10.3693  0.0185
23 H -27.5553 5.8998 11.0783  0.5544
24 H -26.7513 4.4076 11.7475  0.0706
25 H -25.6840 7.1706 10.5781  0.7515
26 H -24.5435 6.5901 9.3448  0.1962
27 H -24.6401 5.7479 12.2100  0.6457
28 H -23.4300 6.8363 11.5650  0.5207
29 H -22.5216 5.2273 10.3328  -0.4755
30 H -22.7108 4.3775 13.0611  0.2392
31 H -21.6359 5.4049 12.3486  0.4072
32 H -20.2584 3.7764 12.2238  0.6366
33 H -21.0755 3.7604 10.5939  -0.1347
34 H -21.9514 0.5927 13.0063  0.3185
35 H -22.8297 2.1246 13.3815  0.5807
36 H -21.1996 2.0249 13.8308  0.4166
37 C -27.4242 7.8613 6.8754  -0.7958
38 O -26.9486 6.7696 6.0733  -0.4375
39 C -26.2698 5.7394 6.7857  0.5795
40 C -25.7446 4.7481 5.7676  -1.1341
41 N -24.7466 3.8772 6.4114  1.3745
42 C -24.1884 2.8112 5.5063  0.8786
43 C -25.2318 1.8837 4.8476  -0.5648
44 O -24.7114 0.6332 4.2982  -0.4522
45 C -24.1411 -0.3309 5.1718  -0.4857
46 H -26.5715 8.2829 7.4076  0.2792
47 H -28.1480 7.5278 7.6191  0.2915
48 H -27.9133 8.6592 6.3167  0.2980
49 H -26.9498 5.2532 7.4851  0.1407
50 H -25.4529 6.2060 7.3360  -0.2504
51 H -25.3085 5.2897 4.9283  0.3726
52 H -26.5934 4.1357 5.4632  0.3521
53 H -23.9398 4.4426 6.6338  -0.8947
54 H -23.5040 2.1721 6.0642  -1.0823
55 H -23.6062 3.2600 4.7016  0.3947
56 H -25.7055 2.4124 4.0204  0.2938
57 H -26.0154 1.6099 5.5541  0.1772
58 H -23.9155 -1.2896 4.7048  0.3740
59 H -24.7975 -0.6253 5.9907  0.1791
60 H -23.2775 0.0637 5.7073  0.0534
61 C -20.0524 1.5514 6.4063  -0.6825
62 O -21.0698 0.8443 7.0303  -0.5206
63 C -21.6765 1.5851 8.1130  0.4520
64 C -22.7528 0.7803 8.8186  -0.9971
65 N -23.5607 1.6231 9.6798  0.4328
66 C -24.6836 0.8742 10.3038  -1.1977
67 C -25.8283 0.7663 9.2685  -0.5221
68 O -26.3720 2.0600 9.0974  0.0680
69 C -27.5363 2.0272 8.2750  -1.0768
70 H -19.3991 2.0325 7.1342  0.3148
71 H -20.5423 2.3635 5.8692  0.1554
72 H -19.6716 0.8487 5.6650  0.2745
73 H -22.1156 2.4767 7.6653  -0.6860
74 H -20.9808 1.9678 8.8597  0.5850
75 H -22.2268 0.0603 9.4454  0.3681
76 H -23.2742 0.1409 8.1062  0.4135
77 H -23.0060 1.8934 10.4795  -0.5289
78 H -25.0464 1.3702 11.2040  0.2574
79 H -24.3289 -0.1080 10.6163  0.6989
80 H -26.5753 0.0734 9.6557  0.7715
81 H -25.4337 0.3713 8.3324  -0.0075
82 H -28.1288 2.9128 8.5047  0.2284
83 H -28.1279 1.1244 8.4265  0.4223
84 H -27.2647 2.1459 7.2260  0.0956

As for the gap between HOMO and LUMO (alpha / beta): 0.075 / 0.283 hartree. The HOMO energy (alpha / beta) comes out at 0.685 / -5.021 eV. As for the total charge: -1. Its spin multiplicity is 2. The expectation value of S² is 0.75. Its maximum force is 2.944 eV/A.